1.
{"formula": "C2H2S2", "method": "ωB97M-V/def2-TZVPD", "total_charge": 0, "de_lowest_kj_mol": 287.54, "e_tot_ha": -873.6282, "gap_ev": [6.884, 6.895], "symbols": ["C", "C", "S", "S", "H", "H"], "xyz": [[1.768, 0.313, 0.413], [-1.287, 0.028, -0.180], [2.826, -0.752, -0.155], [0.160, 0.896, 0.039], [-1.340, -1.105, -0.308], [-2.126, 0.619, 0.190]], "atomic_forces_ev_per_a": [[-0.3, -1.7, -0.9], [1.1, -1.8, 0.3], [-1.0, 1.1, 0.7], [0.1, 1.0, -0.1], [0.0, 1.9, 0.2], [0.1, -0.4, -0.1]]}

***

2.
{"formula": "C10H32CoO7", "method": "ωB97M-V/def2-TZVPD", "total_charge": 0, "multiplicity": 4, "de_lowest_kj_mol": 84.11, "e_tot_ha": -2309.5968, "gap_ev": [8.511, 8.625], "symbols": ["Co", "O", "H", "O", "H", "C", "C", "O", "H", "H", "H", "H", "H", "H", "C", "C", "O", "H", "H", "H", "H", "H", "H", "C", "C", "O", "H", "H", "H", "H", "H", "H", "C", "C", "O", "H", "H", "H", "H", "H", "H", "C", "C", "O", "H", "H", "H", "H", "H", "H"], "xyz": [[-0.550, 0.423, -0.661], [-2.311, 1.238, -1.124], [-3.176, 1.275, -0.671], [1.272, -0.283, -0.412], [1.564, -0.495, -1.320], [-2.218, -3.081, -1.192], [-1.095, -2.626, -0.285], [-1.484, -1.349, 0.202], [-2.523, -2.330, -1.921], [-3.123, -3.304, -0.628], [-1.891, -3.897, -1.836], [-0.180, -2.598, -0.876], [-0.939, -3.312, 0.548], [-2.138, -1.494, 0.889], [0.500, -1.929, -4.016], [0.141, -0.506, -3.686], [-0.738, -0.608, -2.571], [-0.458, -2.438, -4.130], [1.105, -2.424, -3.257], [1.052, -2.040, -4.949], [-0.344, 0.070, -4.474], [1.074, 0.022, -3.489], [-1.581, -0.892, -2.933], [-1.496, 1.260, 3.363], [-1.256, 1.964, 2.046], [-0.390, 1.158, 1.325], [-0.592, 1.366, 3.962], [-1.733, 0.205, 3.226], [-2.327, 1.754, 3.866], [-0.914, 2.995, 2.137], [-2.208, 2.033, 1.520], [0.278, 0.781, 1.903], [1.402, 3.952, -0.180], [0.417, 3.552, -1.284], [0.542, 2.192, -1.674], [1.329, 3.371, 0.739], [1.174, 5.004, -0.011], [2.419, 3.908, -0.570], [0.560, 4.207, -2.143], [-0.585, 3.756, -0.907], [1.220, 2.213, -2.352], [2.475, -1.629, 4.070], [2.137, -1.612, 2.566], [1.630, -0.371, 2.198], [3.165, -0.819, 4.307], [2.983, -2.543, 4.376], [1.577, -1.572, 4.684], [1.489, -2.443, 2.287], [3.108, -1.774, 2.098], [1.637, -0.331, 1.239]], "atomic_forces_ev_per_a": [[-0.8, 0.7, 0.0], [-0.1, -0.1, 0.3], [1.0, -0.1, -0.2], [-0.2, -0.4, -1.0], [0.2, 0.1, 1.0], [-0.1, -0.5, -0.6], [-0.7, -0.3, -0.7], [0.7, -0.1, 0.4], [0.2, 0.4, 0.3], [0.0, -0.4, 0.0], [-0.2, -0.5, 0.3], [0.1, 0.7, 0.4], [0.0, -0.1, 0.0], [0.0, 0.3, 0.0], [-0.1, -0.3, -1.1], [0.5, -0.4, 0.0], [0.6, 0.6, -0.1], [0.2, -0.5, -0.1], [-0.2, 0.2, 0.3], [0.0, 0.1, -0.2], [-0.1, -0.3, -0.3], [-0.3, 0.3, 0.8], [-0.3, 0.3, 0.3], [-0.1, 1.0, 0.5], [-1.4, -0.4, 0.4], [0.3, 0.4, -1.3], [-0.1, -0.3, 0.3], [0.0, 0.1, -0.1], [0.0, -0.1, 0.3], [0.4, 0.1, 0.3], [0.1, -0.1, -0.4], [0.5, -0.4, 0.3], [-0.1, 0.3, -0.9], [0.0, 0.4, 1.1], [-0.2, 0.4, -0.4], [-0.2, 0.0, -0.2], [0.2, 0.1, 0.4], [0.1, -0.1, 0.2], [0.0, 0.0, -0.1], [-0.2, -0.5, -0.2], [0.1, -0.6, 0.0], [-0.4, -0.2, -0.2], [1.3, -0.4, 1.2], [-0.2, 0.4, 1.2], [-0.2, 0.2, 0.0], [0.0, -0.2, -0.3], [0.0, 0.3, 0.1], [-0.3, -0.1, 0.0], [0.0, -0.1, -0.5], [0.1, -0.1, -1.6]]}

***

3.
{"formula": "C30H32F15NO8PSSi", "method": "ωB97M-V/def2-TZVPD", "total_charge": 1, "e_tot_ha": -4345.8953, "gap_ev": 7.004, "symbols": ["C", "Si", "C", "C", "C", "C", "F", "F", "C", "C", "C", "O", "O", "C", "C", "O", "C", "F", "F", "F", "C", "P", "S", "C", "F", "N", "C", "C", "O", "C", "C", "F", "F", "C", "F", "F", "C", "F", "F", "C", "F", "F", "C", "O", "C", "C", "C", "C", "C", "C", "H", "H", "H", "H", "H", "H", "H", "H", "H", "H", "H", "H", "H", "H", "H", "H", "H", "H", "H", "H", "H", "H", "H", "H", "H", "H", "H", "H", "H", "C", "C", "O", "C", "O", "O", "F", "H", "H", "H"], "xyz": [[0.152, -4.239, 3.849], [-0.113, -3.273, 2.263], [-0.438, -4.516, 0.891], [-1.570, -2.115, 2.595], [-1.769, -0.978, 1.570], [-2.772, -1.322, 0.493], [-4.046, -1.185, 0.920], [-2.645, -2.637, 0.130], [-2.576, -0.535, -0.808], [-3.486, 0.420, -1.301], [-4.731, 0.801, -0.527], [-5.802, 0.481, -0.914], [-4.455, 1.548, 0.542], [-5.145, 2.809, 0.682], [-4.095, 3.921, 0.646], [-3.021, 3.660, 1.519], [-4.748, 5.240, 1.038], [-5.317, 5.155, 2.252], [-5.703, 5.579, 0.154], [-3.849, 6.226, 1.074], [-3.269, 1.077, -2.526], [-4.358, 2.341, -3.273], [-3.552, 4.102, -3.247], [-2.099, 0.753, -3.189], [-1.790, 1.322, -4.326], [-1.186, -0.105, -2.704], [0.079, -0.300, -3.456], [1.185, 0.619, -2.928], [1.274, 1.707, -3.819], [1.036, 2.999, -3.318], [2.148, 3.532, -2.401], [3.244, 2.755, -2.484], [1.713, 3.510, -1.113], [2.540, 4.978, -2.788], [1.405, 5.696, -2.983], [3.182, 4.886, -3.970], [3.444, 5.744, -1.768], [4.052, 4.884, -0.935], [4.399, 6.398, -2.466], [2.689, 6.808, -0.951], [3.548, 7.303, -0.040], [1.662, 6.216, -0.294], [-1.407, -0.755, -1.526], [-0.490, -1.624, -1.129], [1.423, -2.280, 1.847], [2.237, -2.609, 0.747], [3.395, -1.878, 0.462], [3.786, -0.811, 1.283], [2.985, -0.460, 2.371], [1.816, -1.183, 2.638], [-0.778, -4.692, 4.189], [0.521, -3.563, 4.622], [0.906, -5.003, 3.676], [-0.023, -5.471, 1.213], [-1.497, -4.676, 0.700], [0.031, -4.266, -0.059], [-2.471, -2.723, 2.671], [-1.442, -1.647, 3.571], [-0.833, -0.672, 1.106], [-2.143, -0.091, 2.084], [-5.703, 2.802, 1.614], [-5.842, 2.946, -0.143], [-3.713, 3.999, -0.371], [-3.369, 3.253, 2.320], [-5.556, 2.242, -2.566], [-4.628, 1.837, -4.552], [-0.090, -0.079, -4.502], [0.332, -1.355, -3.389], [2.134, 0.095, -2.823], [0.919, 0.964, -1.920], [0.102, 3.033, -2.751], [0.916, 3.640, -4.185], [2.317, 7.614, -1.581], [0.372, -1.237, -0.904], [1.990, -3.436, 0.099], [4.022, -2.137, -0.382], [4.695, -0.275, 1.054], [3.264, 0.360, 3.018], [1.218, -0.892, 3.495], [4.352, -7.977, 3.065], [5.497, -7.142, 2.531], [4.822, -6.213, 1.694], [3.563, -6.060, 2.173], [2.823, -5.186, 1.858], [3.273, -7.032, 3.063], [6.363, -7.866, 1.789], [4.117, -8.798, 2.387], [4.520, -8.364, 4.066], [6.054, -6.594, 3.291]], "atomic_forces_ev_per_a": [[0.0, 0.5, -0.2], [0.0, -0.8, 0.2], [0.0, 0.0, 0.1], [0.2, 0.3, -0.4], [-0.3, 0.1, 0.5], [0.6, -0.3, -0.5], [-0.2, 0.2, 0.1], [-0.2, 0.0, 0.0], [-0.4, 0.7, -0.2], [0.6, -0.5, 0.3], [0.4, -0.2, 0.3], [-0.9, 0.0, -0.4], [0.5, 0.3, -0.3], [-0.2, 0.2, -0.2], [-0.1, -0.5, 0.6], [-0.1, -0.1, -0.3], [0.2, 0.3, -0.3], [0.0, 0.0, 0.0], [0.0, -0.1, 0.1], [-0.1, -0.1, 0.0], [0.1, -0.8, 0.0], [0.4, 1.2, -0.1], [0.0, -0.2, 0.1], [-0.4, 0.3, 0.5], [-0.1, -0.1, 0.0], [-0.2, 0.2, -0.4], [0.5, -0.6, 0.2], [-0.5, 0.4, 0.3], [0.3, 0.0, -0.1], [-0.3, -0.2, 0.0], [-0.1, 0.1, 0.0], [0.0, 0.0, 0.0], [0.0, 0.0, 0.0], [0.3, -0.2, 0.1], [0.0, 0.0, 0.0], [-0.2, 0.1, 0.1], [0.2, 0.3, -0.1], [0.0, -0.1, -0.1], [-0.1, -0.1, 0.1], [0.0, -0.2, 0.2], [-0.1, 0.0, -0.1], [0.1, 0.1, 0.0], [-0.1, 0.3, 0.0], [0.0, -0.1, 0.0], [0.2, 0.5, -0.2], [0.2, 0.7, 0.0], [-0.1, 0.3, 0.5], [-0.6, -0.4, -0.1], [-0.2, -0.4, -0.2], [0.4, -0.1, -0.4], [0.0, -0.1, 0.1], [0.0, -0.1, 0.2], [0.0, -0.1, 0.0], [0.1, 0.0, 0.0], [-0.1, 0.0, 0.1], [0.0, 0.1, -0.1], [-0.1, 0.0, 0.0], [0.1, -0.1, 0.1], [0.1, -0.1, 0.0], [-0.1, 0.1, -0.2], [0.0, -0.1, 0.1], [-0.2, -0.1, 0.1], [0.2, 0.2, 0.0], [0.1, 0.1, 0.1], [-0.1, -0.4, -0.1], [-0.1, -0.3, 0.1], [-0.1, 0.1, 0.0], [0.0, 0.0, 0.2], [0.1, 0.0, -0.3], [0.0, 0.0, 0.1], [0.0, 0.1, 0.1], [0.1, 0.0, -0.1], [0.0, 0.0, 0.0], [0.2, -0.1, 0.1], [-0.1, -0.1, 0.1], [0.0, -0.1, 0.0], [0.1, 0.1, 0.1], [0.0, 0.0, 0.0], [0.0, 0.0, 0.0], [0.0, -0.1, 0.1], [-0.1, -0.1, -0.1], [0.1, 0.1, 0.2], [-0.1, 0.0, 0.0], [0.0, -0.2, 0.0], [0.1, -0.1, 0.0], [-0.1, 0.0, -0.1], [0.1, 0.0, -0.1], [-0.1, 0.1, 0.1], [0.1, 0.0, 0.0]]}

***

4.
{"formula": "C21H28ClF16INO5", "method": "ωB97M-V/def2-TZVPD", "total_charge": -1, "e_tot_ha": -3603.7599, "gap_ev": 6.695, "symbols": ["C", "C", "O", "C", "C", "N", "C", "C", "C", "I", "C", "O", "O", "C", "Cl", "C", "C", "H", "H", "H", "H", "H", "H", "H", "H", "H", "H", "H", "H", "H", "H", "H", "H", "H", "H", "H", "H", "C", "C", "C", "F", "F", "F", "F", "O", "C", "C", "F", "F", "F", "F", "H", "H", "H", "H", "C", "C", "C", "F", "F", "F", "F", "O", "C", "C", "F", "F", "F", "F", "H", "H", "H", "H"], "xyz": [[-0.826, 0.330, 1.978], [-0.452, -0.136, 0.590], [0.799, -0.778, 0.672], [1.289, -1.284, -0.556], [2.759, -0.858, -0.708], [3.360, -1.399, -1.927], [2.857, -1.074, -3.257], [3.532, 0.158, -3.907], [2.556, 1.123, -4.564], [3.376, 3.064, -4.866], [2.716, 0.733, -0.737], [1.713, 1.171, -1.331], [3.535, 1.319, -0.034], [3.560, -1.381, 0.503], [5.343, -1.147, 0.264], [3.331, -2.863, 0.858], [2.305, -3.116, 1.981], [-0.980, -0.507, 2.663], [-1.748, 0.919, 1.942], [-0.038, 0.964, 2.388], [-0.364, 0.717, -0.093], [-1.217, -0.819, 0.184], [1.149, -2.375, -0.604], [0.740, -0.831, -1.381], [3.499, -2.394, -1.821], [1.768, -0.958, -3.297], [3.091, -1.945, -3.877], [4.137, 0.665, -3.157], [4.214, -0.207, -4.683], [1.693, 1.292, -3.927], [2.256, 0.794, -5.559], [3.326, -0.735, 1.345], [4.293, -3.278, 1.157], [3.032, -3.410, -0.042], [1.773, -2.206, 2.247], [2.805, -3.494, 2.877], [1.557, -3.857, 1.689], [-0.554, 5.515, 3.747], [-1.545, 4.433, 3.308], [-2.954, 4.480, 3.906], [-2.909, 4.313, 5.246], [-3.686, 3.478, 3.372], [-1.014, 3.211, 3.470], [-1.751, 4.654, 1.976], [0.380, 5.148, 4.739], [0.163, 5.318, 6.065], [0.314, 3.998, 6.838], [-0.582, 3.096, 6.402], [0.076, 4.247, 8.149], [-1.017, 5.907, 6.341], [1.139, 6.129, 6.547], [0.053, 5.697, 2.862], [-1.074, 6.440, 4.000], [-3.434, 5.434, 3.675], [1.327, 3.612, 6.714], [-2.878, -1.909, -3.779], [-1.711, -2.695, -3.175], [-1.296, -3.997, -3.866], [-2.308, -4.894, -3.835], [-0.239, -4.517, -3.210], [-1.915, -2.918, -1.863], [-0.628, -1.884, -3.328], [-4.138, -2.072, -3.160], [-5.041, -3.004, -3.549], [-5.461, -3.910, -2.381], [-4.397, -4.569, -1.891], [-6.357, -4.814, -2.845], [-4.636, -3.734, -4.604], [-6.176, -2.355, -3.920], [-2.621, -0.867, -3.597], [-2.933, -2.061, -4.857], [-1.015, -3.803, -4.905], [-5.921, -3.308, -1.596]], "atomic_forces_ev_per_a": [[-0.1, 0.1, 0.1], [0.0, 0.2, -0.1], [-0.1, -0.2, 0.2], [0.0, 0.0, -0.1], [0.1, 0.0, -0.4], [0.0, -0.1, -0.1], [-0.1, -0.1, 0.1], [0.2, -0.1, -0.1], [-0.2, -0.3, 0.2], [0.2, 0.2, -0.1], [-0.6, -0.9, 1.1], [-0.2, 0.7, -1.1], [0.6, 0.5, 0.0], [0.1, 0.1, 0.0], [0.0, 0.0, 0.0], [0.0, -0.1, 0.0], [0.1, 0.0, 0.0], [0.0, 0.0, -0.1], [0.0, 0.0, 0.0], [0.0, 0.0, -0.1], [0.0, 0.0, 0.0], [0.1, 0.0, 0.1], [0.1, 0.0, 0.1], [0.1, 0.0, 0.0], [0.0, 0.0, -0.2], [0.0, 0.1, 0.1], [-0.1, 0.0, 0.0], [-0.1, 0.0, 0.1], [0.2, 0.2, 0.1], [0.0, 0.0, 0.1], [-0.1, 0.0, 0.1], [0.0, -0.1, 0.0], [-0.1, 0.0, 0.0], [0.1, 0.0, 0.0], [0.0, 0.0, 0.0], [0.0, 0.0, 0.0], [0.0, 0.0, 0.0], [0.1, 0.4, -0.2], [0.0, -0.1, 0.0], [0.1, 0.0, 0.0], [0.0, -0.1, 0.0], [0.0, 0.0, 0.1], [-0.1, 0.1, 0.0], [0.0, -0.1, -0.1], [-0.1, -0.5, 0.0], [0.1, 0.1, 0.1], [0.0, 0.1, -0.1], [-0.1, 0.0, 0.0], [0.0, -0.1, 0.0], [0.0, 0.0, -0.1], [0.0, 0.2, 0.0], [0.0, 0.0, 0.0], [-0.1, -0.1, 0.0], [0.0, 0.0, 0.0], [0.0, -0.1, 0.0], [0.0, 0.3, -0.3], [0.0, -0.1, 0.0], [-0.1, 0.1, 0.0], [0.0, -0.1, 0.0], [0.0, -0.1, 0.0], [0.0, 0.1, -0.1], [0.1, 0.1, 0.1], [0.1, -0.3, 0.4], [-0.2, 0.0, 0.0], [0.0, 0.1, -0.1], [0.0, -0.1, 0.0], [0.0, 0.0, 0.1], [0.0, 0.1, 0.0], [-0.1, 0.0, -0.2], [0.0, 0.0, 0.0], [0.0, -0.1, 0.0], [0.0, 0.0, 0.0], [0.0, 0.0, 0.0]]}

***

5.
{"formula": "C5H10O", "method": "ωB97M-V/def2-TZVPD", "total_charge": 0, "de_lowest_kj_mol": 145.33, "e_tot_ha": -271.6973, "smiles": "CCC1(O)CC1", "gap_ev": 10.196, "symbols": ["C", "C", "C", "O", "C", "C", "H", "H", "H", "H", "H", "H", "H", "H", "H", "H"], "xyz": [[2.162, -0.007, 0.091], [0.750, -0.136, -0.586], [-0.531, -0.147, 0.247], [-0.394, -0.990, 1.365], [-1.522, 0.947, 0.486], [-1.839, -0.073, -0.572], [2.948, -0.322, -0.610], [2.421, -0.566, 1.012], [2.350, 1.038, 0.340], [0.699, -1.079, -1.153], [0.606, 0.642, -1.350], [0.270, -1.656, 1.151], [-2.113, 0.840, 1.394], [-1.326, 1.972, 0.188], [-2.648, -0.778, -0.407], [-1.836, 0.316, -1.597]], "atomic_forces_ev_per_a": [[-0.1, 0.3, -0.1], [0.1, 0.0, 0.0], [0.1, 0.1, -0.3], [-0.4, -0.3, -0.2], [0.1, 0.3, 0.2], [0.0, -0.2, 0.0], [-0.3, 0.2, -0.1], [-0.9, 0.0, -0.4], [0.0, 0.0, 0.0], [0.2, 0.1, 0.2], [0.4, -0.1, 0.2], [-0.2, 0.0, 0.0], [0.4, 0.1, 0.0], [0.0, -0.1, 0.0], [0.2, 0.1, 0.3], [0.4, -0.4, 0.3]]}

***

For each record above, in turn, the calculated largest force on an atom values are 2.12 1.80 1.29 1.48 0.99 eV/A.